This record from the OMol25 dataset describes a structure of composition C30H40N4O2P2Pt in a non-equilibrium geometry. The level of theory is the ωB97M-V functional and the def2-TZVPD basis.

Geometry as ORCA input:
```
! RIJCOSX wB97M-V def2-TZVPD def2/J DEFGRID3
* xyz 4 5
Pt 0.676 -0.035 -0.619
O 1.882 6.731 -0.283
C 0.496 6.387 -0.406
C 0.508 4.859 -0.552
C -0.698 4.196 -0.839
C -0.590 2.822 -0.878
N 0.538 2.197 -0.659
C 1.708 2.755 -0.560
C 1.673 4.153 -0.518
C 2.905 1.971 -0.408
C 4.196 2.515 -0.041
C 5.297 1.695 0.213
C 6.596 2.296 0.614
O 6.593 3.800 0.568
C 5.043 0.343 0.122
C 3.795 -0.156 -0.168
N 2.790 0.607 -0.453
H 1.999 7.688 -0.267
H 0.061 6.890 -1.214
H -0.122 6.649 0.457
H -1.625 4.665 -1.094
H -1.525 2.326 -1.104
H 2.650 4.663 -0.623
H 4.174 3.582 0.171
H 7.316 1.872 -0.066
H 6.725 2.089 1.679
H 7.476 3.873 0.167
H 5.846 -0.371 0.260
H 3.768 -1.223 -0.274
C 1.010 -2.357 1.952
P -0.109 -1.130 1.270
C -1.703 -2.079 0.720
N -2.168 -2.802 1.663
C -3.550 -3.301 1.241
C -4.264 -4.047 2.068
C -5.624 -4.503 1.805
C -6.093 -4.098 0.654
C -5.420 -3.275 -0.256
C -4.174 -2.765 0.086
N -3.443 -2.027 -0.936
C -2.249 -1.739 -0.565
P -1.105 -0.912 -1.758
C -2.008 0.168 -2.801
C -0.415 -2.268 -2.839
C 0.578 -1.629 -3.784
C -1.544 -2.993 -3.521
C 0.336 -3.304 -2.039
C -0.693 -0.028 2.667
C 0.520 0.758 3.158
C -1.213 -0.794 3.923
C -1.796 0.937 2.143
H 0.463 -3.124 2.485
H 1.840 -1.950 2.561
H 1.566 -2.850 1.161
H -3.830 -4.260 3.084
H -6.203 -5.140 2.468
H -7.053 -4.563 0.413
H -5.774 -3.156 -1.271
H -2.870 -0.361 -3.262
H -1.452 0.634 -3.597
H -2.409 0.934 -2.140
H 0.091 -0.942 -4.498
H 0.957 -2.469 -4.345
H 1.405 -1.121 -3.263
H -2.300 -2.319 -3.848
H -1.956 -3.689 -2.794
H -1.218 -3.569 -4.415
H 1.220 -2.999 -1.488
H 0.764 -3.998 -2.763
H -0.299 -3.881 -1.402
H 1.060 0.102 3.847
H 0.286 1.566 3.833
H 1.179 1.145 2.389
H -0.601 -1.672 4.229
H -2.194 -1.219 3.662
H -1.343 -0.193 4.795
H -1.545 1.377 1.203
H -2.065 1.670 2.948
H -2.744 0.395 1.932
*
```

gap between HOMO and LUMO (spin up / spin down): 6.03 / 4.42 eV
HOMO energy (spin up / spin down): -18.15 / -19.87 eV
molar mass: 745.7 g/mol
expectation value of S²: 6.060